No. 1
{
  "formula": "C21H18N2O5S2",
  "method": "the ωB97M-V functional and the def2-TZVPD basis",
  "e_tot_ev": -56959.129,
  "gap_ev": 7.382,
  "spin_multiplicity": 1,
  "smiles": "COc1ccc(/C=C2\\SC(=S)N(CCC(=O)Nc3ccccc3C(=O)O)C2=O)cc1",
  "lumo_ev": -0.776,
  "total_charge": 0,
  "species": ["C", "H", "O", "C", "C", "C", "C", "C", "C", "H", "H", "C", "C", "C", "O", "N", "C", "S", "S", "C", "C", "C", "O", "N", "C", "C", "C", "C", "C", "C", "C", "O", "O", "H", "H", "H", "H", "H", "H", "H", "H", "H", "H", "H", "H", "H", "H", "H"],
  "xyz": [[4.60613, -4.37380, -3.76120], [5.06920, -4.96323, -2.96411], [4.34993, -3.05262, -3.34341], [3.51841, -2.84391, -2.29918], [2.85704, -3.84379, -1.58559], [2.02862, -3.50691, -0.53678], [1.82928, -2.17443, -0.15250], [2.50187, -1.17972, -0.87910], [3.32294, -1.50717, -1.92955], [3.83831, -0.74391, -2.49014], [2.37472, -0.14123, -0.61793], [0.93765, -1.90593, 0.93853], [0.58611, -0.73950, 1.52109], [-0.43354, -0.71662, 2.57490], [-0.98545, -1.67639, 3.06055], [-0.70511, 0.58804, 2.96042], [0.01470, 1.57555, 2.36556], [-0.09488, 3.17141, 2.67623], [1.12549, 0.89283, 1.18412], [-1.75171, 0.84693, 3.92695], [-3.14669, 0.80015, 3.28408], [-3.28992, 1.93983, 2.28462], [-3.79594, 2.99770, 2.57147], [-2.74416, 1.62399, 1.07041], [-2.39295, 2.46743, 0.03085], [-2.72499, 3.82251, 0.03450], [-2.31860, 4.64647, -0.99365], [-1.57492, 4.14404, -2.05419], [-1.23581, 2.81028, -2.07381], [-1.63198, 1.95110, -1.04341], [-1.22712, 0.54462, -1.09652], [-1.55187, -0.31955, -0.29612], [-0.42682, 0.24023, -2.12377], [-0.18579, -0.69858, -2.08211], [-0.65389, 2.40448, -2.88599], [-1.26062, 4.79462, -2.85554], [-2.58264, 5.69292, -0.96794], [-3.29330, 4.21548, 0.86070], [-2.45119, 0.65859, 0.91569], [-3.88781, 0.93465, 4.07149], [-3.29445, -0.16953, 2.80710], [-1.68294, 0.06840, 4.69130], [-1.57134, 1.82895, 4.36964], [0.43793, -2.76995, 1.36423], [1.52158, -4.29103, 0.00606], [2.98381, -4.88368, -1.84194], [5.30025, -4.28839, -4.59537], [3.69249, -4.87135, -4.10065]],
  "mulliken_charge": [-0.864, 0.351, -0.446, 0.861, -0.397, -1.095, 1.415, -0.261, -0.971, 0.445, 0.339, -0.568, -0.019, 0.161, -0.654, -0.081, 0.605, -0.202, -0.220, -1.144, -0.763, 0.485, -0.644, -0.050, 0.352, -0.747, -0.529, -0.676, -0.638, 0.493, 0.769, -0.696, -0.505, 0.354, 0.480, 0.414, 0.411, 0.530, 0.162, 0.419, 0.418, 0.427, 0.539, 0.377, 0.382, 0.400, 0.241, 0.341]
}

***

No. 2
{
  "formula": "C25H27F5N7O3SeZr",
  "method": "the ωB97M-V functional and the def2-TZVPD basis",
  "e_tot_ev": -123127.120,
  "gap_ev": 4.297,
  "spin_multiplicity": 1,
  "lumo_ev": -10.001,
  "total_charge": 3,
  "species": ["Zr", "N", "C", "C", "C", "C", "N", "C", "N", "N", "C", "O", "O", "H", "H", "H", "H", "H", "H", "H", "H", "H", "H", "H", "H", "H", "H", "F", "C", "C", "F", "C", "F", "C", "Se", "C", "F", "C", "F", "C", "C", "C", "C", "C", "N", "C", "O", "N", "C", "C", "C", "C", "N", "C", "C", "C", "H", "H", "H", "H", "H", "H", "H", "H", "H", "H", "H", "H", "H"],
  "xyz": [[-0.30739, -2.31655, 1.51045], [-0.85468, -0.17957, 2.87013], [-2.30175, -0.54162, 2.97445], [-3.35529, 0.58909, 2.86974], [-2.84963, 2.00947, 2.58463], [-2.66550, 2.33634, 1.09237], [-3.92138, 2.48092, 0.37272], [-4.68478, 3.57797, 0.29902], [-4.42402, 4.65482, 1.02962], [-5.72615, 3.57814, -0.52384], [-2.32828, -1.55407, 1.83161], [-1.86419, -1.15924, 0.70679], [-2.18439, -2.78949, 2.10655], [-0.48983, 0.04977, 3.80176], [-0.75427, 0.66415, 2.29264], [-2.42801, -1.10388, 3.90875], [-3.89619, 0.61766, 3.81448], [-4.07090, 0.29838, 2.10037], [-1.91105, 2.19296, 3.10895], [-3.57762, 2.70145, 3.01020], [-2.11554, 1.53206, 0.59582], [-2.08433, 3.25726, 0.99124], [-4.21127, 1.69494, -0.18998], [-3.66653, 4.69340, 1.68920], [-4.99605, 5.48140, 0.95127], [-5.94436, 2.79766, -1.12133], [-6.34903, 4.36857, -0.58076], [-0.78597, -8.68626, 2.38379], [-0.52706, -7.43446, 2.67664], [-0.45813, -7.01987, 4.01656], [-0.66091, -7.89595, 4.97128], [-0.17555, -5.68797, 4.32963], [-0.11368, -5.28756, 5.58514], [0.05704, -4.73020, 3.33529], [0.59009, -2.94860, 3.77946], [-0.03590, -5.18878, 2.02967], [0.17679, -4.24750, 0.95582], [-0.33218, -6.49215, 1.66351], [-0.41973, -6.77792, 0.37472], [1.38671, 4.08582, -5.53338], [2.30918, 3.26740, -4.70746], [2.04098, 2.98874, -3.36741], [2.91486, 2.25477, -2.58879], [4.10338, 1.77832, -3.14526], [5.09328, 1.08406, -2.44383], [5.21018, 0.64601, -1.17024], [6.24856, 0.38634, -0.63752], [3.99278, 0.47267, -0.40462], [3.01383, -0.41732, -0.67214], [2.81320, -0.99323, -1.94677], [1.74668, -1.84080, -2.15022], [0.87289, -2.11990, -1.10538], [1.08130, -1.62002, 0.13014], [2.11614, -0.79533, 0.34520], [4.37443, 2.04202, -4.49356], [3.49509, 2.76980, -5.25759], [0.45464, 4.29193, -5.01601], [1.16956, 3.58960, -6.47796], [1.85528, 5.03849, -5.78341], [1.13623, 3.37377, -2.92054], [2.68908, 2.09925, -1.54623], [5.99484, 1.07851, -2.91714], [4.18375, 0.64208, 0.57823], [3.50257, -0.79405, -2.75002], [1.58850, -2.29333, -3.11558], [-0.00774, -2.75864, -1.25161], [2.24998, -0.43865, 1.37109], [5.29106, 1.67721, -4.92943], [3.72639, 2.96971, -6.29093]],
  "mulliken_charge": [0.589, -0.504, 0.331, -1.061, -0.614, -1.048, -0.045, 0.784, -0.305, -0.364, 0.675, -0.608, -0.387, 0.331, 0.192, 0.596, 0.397, 0.470, 0.405, 0.532, 0.331, 0.326, 0.233, 0.179, 0.223, 0.191, 0.215, -0.228, 0.678, 0.102, -0.214, 0.331, -0.274, 0.132, -0.122, 0.617, -0.139, -0.411, -0.251, -1.416, 0.720, -0.996, -0.069, 0.499, -0.029, 0.246, -0.562, -0.060, -0.170, 0.100, -1.192, -0.098, -0.056, -0.046, -0.613, -0.818, 0.340, 0.366, 0.333, 0.307, 0.590, 0.226, 0.272, 0.561, 0.468, 0.535, 0.423, 0.409, 0.447]
}

***

No. 3
{
  "formula": "C4H6NO",
  "method": "the ωB97M-V functional and the def2-TZVPD basis",
  "e_tot_ev": -7773.211,
  "gap_ev": 9.255,
  "spin_multiplicity": 1,
  "smiles": "C=[N+]1C=COC1",
  "lumo_ev": -5.211,
  "total_charge": 1,
  "species": ["C", "C", "C", "C", "N", "O", "H", "H", "H", "H", "H", "H"],
  "xyz": [[-0.22298, 1.26432, -0.07739], [1.07154, 1.41780, -0.07749], [-1.48845, -0.88553, 0.33807], [0.92313, -0.79941, -0.23603], [-0.41231, -0.27969, -0.02452], [1.76511, 0.30290, -0.18422], [-1.25985, 1.70906, 0.20503], [1.64724, 2.27410, -0.14663], [-1.52472, -1.93434, 0.57304], [-2.34430, -0.20509, 0.33131], [1.14066, -1.60359, 0.51356], [0.70494, -1.26055, -1.21472]],
  "mulliken_charge": [-0.169, -0.234, -0.048, -0.321, 0.086, -0.275, 0.268, 0.472, 0.300, 0.219, 0.342, 0.361]
}

***

No. 4
{
  "formula": "C10H21N3",
  "method": "the ωB97M-V functional and the def2-TZVPD basis",
  "e_tot_ev": -15157.562,
  "gap_ev": [9.428, 6.775],
  "spin_multiplicity": 3,
  "lumo_ev": [-7.904, -11.122],
  "total_charge": 2,
  "species": ["C", "C", "C", "C", "C", "C", "C", "C", "C", "C", "N", "N", "N", "H", "H", "H", "H", "H", "H", "H", "H", "H", "H", "H", "H", "H", "H", "H", "H", "H", "H", "H", "H", "H"],
  "xyz": [[-1.07503, 1.22714, -0.47013], [1.43345, 0.82214, -0.00476], [0.18048, 1.71429, 0.07206], [2.65667, 1.55757, 0.43042], [-1.13724, 0.43510, 2.83574], [-3.22122, -0.18089, -2.17398], [3.14097, -1.38909, -1.62574], [-0.86529, -0.81828, 1.98466], [-2.66434, -0.70066, -0.84377], [2.00306, -1.51426, -0.58651], [-0.92382, -0.90081, 0.53523], [-1.44202, -0.02536, -0.27867], [1.27730, -0.33784, -0.41841], [-1.61729, 1.85416, -1.14448], [0.47091, 2.67563, -0.29125], [0.10778, 1.97347, 1.09679], [2.67244, 1.33313, 1.41934], [2.53664, 2.70333, 0.37913], [3.50875, 1.25917, -0.12245], [-2.04949, 1.07012, 2.62051], [-1.27202, 0.07454, 3.87736], [-0.14941, 0.97603, 2.86852], [-4.27473, -0.48383, -2.23618], [-3.29209, 0.87523, -2.28300], [-2.60072, -0.35539, -3.11539], [2.63812, -0.76796, -2.39951], [3.94371, -0.90898, -1.12359], [3.36177, -2.48550, -1.87886], [0.11627, -1.12823, 2.33813], [-1.53352, -1.72576, 2.12205], [-2.38269, -1.76922, -0.83832], [-3.41245, -0.74427, -0.05065], [2.42179, -2.00182, 0.34091], [1.44327, -2.31288, -1.03518]],
  "mulliken_charge": [-0.018, 0.985, -1.205, -1.390, -1.044, -1.308, -1.011, -0.319, -0.279, -0.501, -0.832, 0.856, 0.066, 0.419, 0.675, 0.374, 0.400, 0.375, 0.431, 0.291, 0.383, 0.307, 0.360, 0.398, 0.350, 0.331, 0.318, 0.379, 0.296, 0.429, 0.377, 0.372, 0.355, 0.379]
}

***

Number 4 is which compound?
C10H21N3